ORCA calculation (wB97M-V/def2-TZVPD) on 2 unconnected molecules or ions with the total composition C8H12O6 at a distorted geometry.

Results
SMILES   O=C1C=C(O)C(=O)O1.COCCOC
Multiplicity   1
Energy relative to the best compared isomer or geometry (same formula, charge and spin)   2.790 eV
HOMO   -9.1 eV
Gap between HOMO and LUMO   8.55 eV
Charge   0

Positions of all 26 atoms, in Å:
O 3.2570 -4.7133 1.9206
C 2.4815 -3.8657 1.7504
C 1.0739 -4.1884 1.2675
C 0.4490 -3.0205 1.3930
O -0.8525 -2.6999 1.1410
C 1.4136 -1.9644 1.9357
O 1.1571 -0.8905 2.2828
O 2.6887 -2.5217 1.9857
H 0.6675 -5.1408 0.9369
H -1.2675 -2.6684 2.0203
C -0.9670 0.8737 -2.6377
O -1.3423 0.6776 -1.2847
C -0.2434 0.7898 -0.3870
C -0.2209 2.1426 0.2975
O 0.0368 3.1942 -0.6255
C -1.1386 3.8907 -1.0040
H -1.8748 1.0284 -3.2203
H -0.3218 1.7471 -2.7585
H -0.4529 -0.0163 -3.0161
H 0.7026 0.5996 -0.9046
H -0.3718 0.0150 0.3732
H 0.5951 2.1516 1.0270
H -1.1551 2.3206 0.8389
H -1.4559 4.5561 -0.1941
H -1.9533 3.2087 -1.2570
H -0.9050 4.4940 -1.8811

=====

ORCA calculation (wB97M-V/def2-TZVPD) on a molecular structure, C8H12O8Pb at a distorted geometry.

Results
Multiplicity   1
Energy relative to the best compared isomer or geometry (same formula, charge and spin)   1.048 eV
HOMO   -1.1 eV
Gap between HOMO and LUMO   6.71 eV
Charge   -2

Positions of all 29 atoms, in Å:
Pb -2.6272 -15.0754 16.4346
C -1.2264 -11.4551 14.0791
C -1.5562 -12.5896 15.0545
O -2.7325 -12.6325 15.4529
O -0.7250 -13.4817 15.4152
H -0.1754 -11.5538 13.8075
H -1.2803 -10.4863 14.5758
H -1.8098 -11.4265 13.1588
C 0.0319 -18.3037 17.9000
C -0.8111 -17.1250 17.7167
O -0.2824 -16.1767 17.0987
O -2.0318 -17.1046 18.0204
H 0.5759 -18.2202 18.8408
H 0.6656 -18.5364 17.0441
H -0.6300 -19.1650 17.9902
C -4.7312 -15.1077 20.3661
C -4.1155 -14.7568 19.0451
O -2.9688 -14.3075 18.9852
O -4.7310 -15.0116 17.9637
H -4.8550 -14.2160 20.9807
H -4.0992 -15.8284 20.8850
H -5.7388 -15.5052 20.2435
C -4.3491 -16.6790 12.5077
C -3.6913 -16.0257 13.7143
O -2.4728 -16.1564 14.0105
O -4.4598 -15.6302 14.5879
H -4.6807 -15.8536 11.8777
H -5.2122 -17.3264 12.6632
H -3.5617 -17.1952 11.9586

=====

ORCA calculation (wB97M-V/def2-TZVPD) on a molecular structure, C8H13BN2Pb at a distorted geometry.

Results
Multiplicity   1
HOMO (alpha / beta)   0.7 / 0.7 eV
Gap between HOMO and LUMO (alpha / beta)   4.61 / 4.62 eV
Charge   -2

Positions of all 25 atoms, in Å:
C 2.3193 -1.3350 -1.4571
C 1.8655 -0.4857 -2.5072
C 0.6054 -0.9873 -2.9667
C 0.2670 -2.1291 -2.1569
C 1.3364 -2.3275 -1.2270
Pb -0.6022 -0.0257 -0.4412
N 1.0948 0.3869 0.8598
C 1.5804 2.6358 0.8808
C 1.3745 2.8250 -0.4579
H 0.0067 -0.5924 -3.7950
H 2.4422 0.3342 -2.9471
H -0.6190 -2.7605 -2.2542
H 1.4158 -3.1350 -0.4971
H 3.2624 -1.2432 -0.9201
H 2.0654 2.3824 -1.1957
H 2.6010 2.6522 1.3252
H 1.0438 -0.0410 1.8517
H 0.5183 3.4041 -0.8487
H 0.7979 2.8102 1.6379
B -4.2644 -0.4007 3.1984
C -3.1677 -0.3609 2.1172
N -2.2779 -0.3670 1.3512
H -4.9879 0.5739 3.0807
H -3.7515 -0.3954 4.3140
H -4.9263 -1.4186 3.0548

=====

ORCA calculation (wB97M-V/def2-TZVPD) on C8H13BO2 in the gas phase at a distorted geometry.

Results
SMILES   CC1=CC=C[C@H](B(O)O)[C@H]1C
Multiplicity   1
Energy relative to the best compared isomer or geometry (same formula, charge and spin)   1.205 eV
HOMO   -7.6 eV
Gap between HOMO and LUMO   7.74 eV
Charge   0

Positions of all 24 atoms, in Å:
B 2.2809 -0.4755 0.3190
C 0.7706 1.4365 1.2227
C -0.2405 2.1832 0.7945
C 0.8441 0.0260 0.8226
C -1.2567 1.8129 -0.0355
C -0.2775 -0.4457 -0.1779
C -1.4126 0.5223 -0.3853
C -0.8671 -1.8520 0.1722
C -2.4733 0.0195 -1.3634
O 3.3540 0.3270 0.6236
O 2.4690 -1.5318 -0.5255
H 1.6266 1.9621 1.7578
H -0.2847 3.2929 0.8636
H 0.6226 -0.6779 1.7522
H -2.1152 2.5010 -0.2329
H 0.2851 -0.6341 -1.0713
H 0.0725 -2.5034 0.3045
H -1.3748 -2.2534 -0.7472
H -1.4328 -1.9095 1.1781
H -2.9438 -0.8522 -0.8968
H -2.0023 -0.2945 -2.2211
H -3.2858 0.7285 -1.6545
H 4.2071 0.1164 0.3071
H 3.4345 -1.4986 -0.8066

=====

ORCA calculation (wB97M-V/def2-TZVPD) on C8H13BrFN3O3P2 in the gas phase at a distorted geometry.

Results
SMILES   N=[PH2][C@@H](O)O[C@@H]([C@H](F)Nc1cccnc1)P(O)Br
Multiplicity   1
Energy relative to the best compared isomer or geometry (same formula, charge and spin)   9.483 eV
HOMO   -8.7 eV
Gap between HOMO and LUMO   8.04 eV
Charge   0

Positions of all 31 atoms, in Å:
N -3.0178 -0.5959 3.9213
P -2.9166 -0.4652 2.2787
C -1.8997 -1.9651 1.6788
O -2.7919 -3.1614 1.8407
O -1.5144 -1.9405 0.2612
C -0.5429 -0.8819 -0.0459
C 1.0307 -1.2918 0.1639
F 1.2208 -2.3511 1.2250
N 1.8367 -0.0995 0.6281
C 2.2028 0.8455 -0.4919
C 2.0704 2.4802 -0.1637
C 2.5195 3.5180 -1.3776
C 3.0592 2.8317 -2.7639
N 3.1662 1.3702 -3.0948
C 2.7598 0.4489 -1.9796
P -0.7789 -0.4997 -1.9413
O -2.5373 -0.4851 -2.1875
Br -0.0562 -2.2206 -3.2352
H -2.5504 0.2369 4.3717
H -4.2515 -0.3871 1.7406
H -2.1577 0.7567 2.0480
H -1.0221 -2.1279 2.4351
H -3.4891 -3.0272 1.1112
H -0.7246 0.1388 0.4966
H 1.5357 -1.7642 -0.8093
H 1.3978 0.3994 1.4376
H 1.6863 2.9071 0.8623
H 2.4767 4.7030 -1.2744
H 3.4084 3.5932 -3.6151
H 2.8579 -0.7209 -2.2011
H -2.9778 -0.2446 -1.3193

=====

ORCA calculation (wB97M-V/def2-TZVPD) on a molecular structure, C8H13CdN3O5 at a distorted geometry.

Results
Multiplicity   1
Energy relative to the best compared isomer or geometry (same formula, charge and spin)   0.000 eV
HOMO (alpha / beta)   -14.3 / -14.3 eV
Gap between HOMO and LUMO (alpha / beta)   2.39 / 2.39 eV
Charge   +2

Positions of all 30 atoms, in Å:
Cd -0.8221 1.8259 2.5476
O -0.6571 0.8153 -1.8654
C -0.3435 0.6645 -3.0274
O 0.9258 -1.0877 -1.2727
C 0.9085 -1.3299 -2.4790
O 1.3632 -2.4366 -3.1749
N 0.3896 -0.4466 -3.4404
C 1.1541 -2.2368 -4.6305
C 0.2928 -1.0006 -4.7789
H 0.6707 -3.0967 -5.1060
H 2.1109 -2.0406 -5.1360
H -0.7497 -1.2331 -5.0750
H 0.6974 -0.2370 -5.4491
C -0.7412 1.6499 -4.0420
C -1.6681 2.4993 -3.6078
H -0.2795 1.6554 -5.0477
H -2.0372 2.5329 -2.5657
H -2.1524 3.2086 -4.2731
C 0.5589 0.3090 7.0061
O 1.2739 0.8452 5.8648
C 0.7615 0.6298 4.6756
O 1.2466 1.1498 3.6437
N -0.3591 -0.1452 4.6227
N -0.9341 -0.4064 3.3060
H -0.4932 0.6132 7.0103
H 1.0621 0.6924 7.8962
H 0.6403 -0.7782 6.9789
H -0.5078 -0.8202 5.3682
H -0.4082 -1.0576 2.6843
H -1.9031 -0.7382 3.3673

=====

ORCA calculation (wB97M-V/def2-TZVPD) on 5 unconnected molecules or ions with the total composition C8H13Cl12IN.

Results
Multiplicity   1
Energy relative to the best compared isomer or geometry (same formula, charge and spin)   0.000 eV
HOMO   -12.8 eV
Gap between HOMO and LUMO   9.69 eV
Charge   +1

Positions of all 35 atoms, in Å:
I 0.8461 -0.1708 1.6766
C -0.0478 0.2955 -0.1883
C -1.4359 0.8555 -0.0557
C -2.3215 -0.3533 0.2629
C -1.5618 -1.5705 -0.2459
N -0.3197 -0.9751 -0.9119
H 0.6333 0.9595 -0.7045
H -1.4714 1.6708 0.6563
H -1.7340 1.2330 -1.0353
H -3.2579 -0.2614 -0.2788
H -2.5645 -0.4396 1.3151
H -2.1040 -2.1647 -0.9715
H -1.2104 -2.2380 0.5335
H 0.4638 -1.6321 -0.8908
H -0.5317 -0.7611 -1.8908
C -4.9383 -2.8517 1.3999
Cl -3.6020 -2.6571 2.5376
Cl -5.6897 -1.3027 1.0476
Cl -4.3827 -3.6372 -0.0829
H -5.6755 -3.4967 1.8579
C 0.7277 -2.9102 5.2656
Cl 2.0121 -2.7596 4.0579
Cl -0.8354 -2.9350 4.4401
Cl 0.9460 -4.3387 6.2531
H 0.7644 -2.0395 5.9053
C 2.5811 3.7940 -0.8165
Cl 2.9573 5.0825 -1.9465
Cl 0.8351 3.7187 -0.5240
Cl 3.1807 2.2403 -1.4009
H 3.0660 4.0126 0.1249
C 4.9121 3.1996 -5.0020
Cl 3.8507 1.7901 -4.8760
Cl 6.5925 2.7357 -4.7726
Cl 4.6736 4.0272 -6.5331
H 4.6416 3.8801 -4.2060

=====

ORCA calculation (wB97M-V/def2-TZVPD) on a molecular structure, C8H13Cl2F12N4O9S4 at a distorted geometry.

Results
Multiplicity   1
Energy relative to the best compared isomer or geometry (same formula, charge and spin)   3.017 eV
HOMO   -7.1 eV
Gap between HOMO and LUMO   7.75 eV
Charge   -1

Positions of all 52 atoms, in Å:
N 0.3063 -10.6980 -17.3282
H 1.2785 -10.8512 -17.5551
H 0.3587 -10.1860 -16.4592
H -0.2167 -11.5519 -17.1959
H -0.2893 -10.1676 -17.9479
C 3.3581 -9.7993 -21.3772
F 2.0765 -10.0839 -21.1282
F 3.5773 -9.8050 -22.6860
F 3.5583 -8.5557 -20.9080
S 4.3382 -11.2006 -20.6290
O 3.5834 -12.4367 -20.9781
O 5.7078 -11.1036 -21.1677
N 4.2560 -10.7343 -18.9029
S 5.7749 -10.3934 -18.5188
O 6.6325 -11.5925 -18.5763
O 6.3132 -9.1567 -19.1006
C 5.7835 -9.8550 -16.6818
F 5.4259 -10.8256 -15.7862
F 7.0459 -9.5360 -16.3327
F 4.9636 -8.8200 -16.4229
C -2.0367 -16.3450 -18.3122
F -1.1382 -15.9485 -19.2134
F -3.2314 -16.5376 -18.8675
F -1.6660 -17.6149 -17.9267
S -2.0670 -15.2140 -16.7102
O -2.8786 -15.9889 -15.7494
O -0.6766 -15.0986 -16.4139
N -2.7176 -13.6447 -17.1941
S -4.1678 -13.5947 -16.7230
O -5.0584 -14.2412 -17.6268
O -4.4075 -13.8175 -15.2532
C -4.4245 -11.6793 -17.0054
F -5.6772 -11.4406 -16.7303
F -3.5975 -10.9820 -16.2048
F -4.3155 -11.3897 -18.3074
C -1.6564 -8.0331 -10.5416
C -1.8835 -9.2688 -11.4378
O -1.1014 -9.5454 -12.3594
N -2.9302 -10.0417 -11.2668
C -3.7822 -10.0703 -10.0924
H -1.3322 -8.3645 -9.5552
H -2.5091 -7.3542 -10.5295
H -0.8488 -7.5332 -11.0764
H -2.9903 -10.8568 -11.8601
H -4.1928 -9.1172 -9.7593
H -3.3479 -10.4659 -9.1742
H -4.7221 -10.5604 -10.3466
C -0.6713 -3.7392 -17.7023
Cl -1.5979 -4.1684 -19.1906
Cl -0.4934 -5.1935 -16.7380
H 0.3133 -3.3912 -18.0148
H -1.2382 -2.9299 -17.2422

=====

ORCA calculation (wB97M-V/def2-TZVPD) on a molecular structure, C8H13Cl2InN3O3Pm at a distorted geometry.

Results
Multiplicity   5
HOMO (alpha / beta)   -19.4 / -19.4 eV
Gap between HOMO and LUMO (alpha / beta)   4.22 / 4.22 eV
Charge   +4

Positions of all 31 atoms, in Å:
Pm 3.0610 -4.8213 -5.6493
In 1.2984 -0.4064 -0.3325
Cl 1.1728 -6.1602 -4.8711
Cl 1.8235 1.4438 -1.7200
C 2.4076 0.4827 1.5171
C 3.8019 -6.6891 -7.0680
C 5.2259 -4.1316 -6.7453
O 2.9765 1.1540 2.2856
O 4.0683 -7.6307 -7.6993
O 6.2036 -3.7281 -7.1924
C -3.3042 -0.2874 1.3196
N -2.4370 0.7890 1.7530
C -3.0545 1.8759 2.4968
C -1.1550 0.8621 1.3121
N -0.7172 -0.0672 0.4634
N -0.3582 1.9050 1.7439
C -0.1037 2.1697 3.1554
C 0.1154 2.9445 0.8266
H -4.2994 -0.0923 1.7327
H -2.9428 -1.2622 1.6943
H -3.3823 -0.3436 0.2179
H -2.6277 1.9632 3.5058
H -2.9297 2.8460 1.9889
H -4.1203 1.6553 2.5849
H -1.3782 -0.8212 0.3188
H 0.9827 2.2391 3.3246
H -0.5533 3.1329 3.4651
H -0.4946 1.3520 3.7803
H 1.2148 3.0002 0.8655
H -0.1874 2.6995 -0.2031
H -0.3070 3.9265 1.1286

=====

Copy entry 1 word for word.
ORCA calculation (wB97M-V/def2-TZVPD) on 2 unconnected molecules or ions with the total composition C8H12O6 at a distorted geometry.

Results
SMILES   O=C1C=C(O)C(=O)O1.COCCOC
Multiplicity   1
Energy relative to the best compared isomer or geometry (same formula, charge and spin)   2.790 eV
HOMO   -9.1 eV
Gap between HOMO and LUMO   8.55 eV
Charge   0

Positions of all 26 atoms, in Å:
O 3.2570 -4.7133 1.9206
C 2.4815 -3.8657 1.7504
C 1.0739 -4.1884 1.2675
C 0.4490 -3.0205 1.3930
O -0.8525 -2.6999 1.1410
C 1.4136 -1.9644 1.9357
O 1.1571 -0.8905 2.2828
O 2.6887 -2.5217 1.9857
H 0.6675 -5.1408 0.9369
H -1.2675 -2.6684 2.0203
C -0.9670 0.8737 -2.6377
O -1.3423 0.6776 -1.2847
C -0.2434 0.7898 -0.3870
C -0.2209 2.1426 0.2975
O 0.0368 3.1942 -0.6255
C -1.1386 3.8907 -1.0040
H -1.8748 1.0284 -3.2203
H -0.3218 1.7471 -2.7585
H -0.4529 -0.0163 -3.0161
H 0.7026 0.5996 -0.9046
H -0.3718 0.0150 0.3732
H 0.5951 2.1516 1.0270
H -1.1551 2.3206 0.8389
H -1.4559 4.5561 -0.1941
H -1.9533 3.2087 -1.2570
H -0.9050 4.4940 -1.8811

=====

What is the charge in the second record?
-2